Here is a 12-piece molecular cluster, C26H66BO30 overall in a non-equilibrium geometry from OMol25. Energies are from wB97M-V/def2-TZVPD.

Its net charge is -1. The calculation puts the gap between HOMO and LUMO at 8.71 eV. The value obtained for the relative energy (zero: lowest compared OMol25 entry of this formula, charge and spin) is 334.73 kcal per mole. The LUMO energy comes out at 1.584 eV.

Each atom is followed by the atoms it is bonded to, with distances in Å.
Geometry (Å):
1 O 1.698 3.352 2.105  C2 1.212
2 C 0.887 2.643 1.550  O1 1.212, O3 1.281, C6 1.444
3 O 1.190 1.616 0.849  C2 1.281, B4 1.462
4 B -0.090 0.939 0.649  O3 1.462, O5 1.476, O8 1.467, O12 1.497
5 O -1.163 1.718 1.297  B4 1.476, C6 1.290
6 C -0.508 2.634 1.924  C2 1.444, O5 1.290, O7 1.151
7 O -0.928 3.513 2.536  C6 1.151
8 O 0.063 -0.452 1.091  B4 1.467, C9 1.256
9 C 0.044 -1.227 0.103  O8 1.256, O10 1.168, C11 1.448
10 O 0.444 -2.321 0.198  C9 1.168
11 C -0.374 -0.422 -1.025  C9 1.448, O12 1.309, O13 1.210
12 O -0.446 0.866 -0.803  B4 1.497, C11 1.309
13 O -0.703 -0.869 -2.101  C11 1.210
14 C -3.765 -3.186 -2.565  C15 1.569, O17 1.391, H18 1.011, H19 1.008
15 C -3.763 -2.299 -3.859  C14 1.569, O16 1.395, H20 0.961, H21 1.110
16 O -3.075 -1.120 -3.571  C15 1.395, H22 0.959
17 O -4.377 -4.430 -2.686  C14 1.391, H23 0.886
18 H -3.883 -2.786 -1.644  C14 1.011
19 H -2.770 -3.328 -2.485  C14 1.008
20 H -4.549 -2.271 -4.411  C15 0.961
21 H -3.136 -2.909 -4.542  C15 1.110
22 H -2.343 -1.221 -2.961  O16 0.959
23 H -4.102 -4.863 -1.963  O17 0.886
24 C -0.187 -1.130 -5.164  C25 1.560, O27 1.452, H28 1.107, H29 1.054
25 C 0.916 -1.362 -6.242  C24 1.560, O26 1.371, H30 1.014, H31 1.182
26 O 0.592 -2.478 -6.969  C25 1.371, H32 0.836
27 O 0.040 0.193 -4.610  C24 1.452, H33 1.122
28 H -0.225 -1.892 -4.362  C24 1.107
29 H -1.159 -1.010 -5.555  C24 1.054
30 H 1.875 -1.370 -5.913  C25 1.014
31 H 0.979 -0.631 -7.170  C25 1.182
32 H 0.030 -2.923 -6.538  O26 0.836
33 H -0.144 0.197 -3.504  O27 1.122
34 C -4.221 2.394 4.722  C35 1.565, O37 1.402, H38 1.039, H39 1.149
35 C -4.593 2.156 3.220  C34 1.565, O36 1.434, H40 1.148, H41 1.100
36 O -5.513 1.056 3.253  C35 1.434, H42 0.958
37 O -3.157 3.306 4.689  C34 1.402, H43 0.905
38 H -3.896 1.608 5.318  C34 1.039
39 H -4.961 2.813 5.494  C34 1.149
40 H -3.517 1.904 2.905  C35 1.148
41 H -5.113 2.906 2.606  C35 1.100
42 H -4.937 0.333 3.503  O36 0.958
43 H -2.421 2.835 4.452  O37 0.905
44 C 0.158 3.864 -2.237  C45 1.555, O47 1.401, H48 1.119, H49 1.135
45 C 0.518 4.833 -3.400  C44 1.555, O46 1.343, H50 1.093, H51 1.228
46 O -0.019 4.462 -4.574  C45 1.343, H52 0.896
47 O 0.634 4.359 -1.016  C44 1.401, H53 0.934
48 H 0.333 2.759 -2.242  C44 1.119
49 H -0.968 3.987 -2.169  C44 1.135
50 H 1.528 5.228 -3.533  C45 1.093
51 H -0.185 5.657 -2.821  C45 1.228
52 H 0.129 3.581 -4.643  O46 0.896
53 H 0.019 5.052 -0.898  O47 0.934
54 C 3.675 6.482 2.185  C55 1.575, O57 1.426, H58 1.194, H59 0.872
55 C 4.579 5.228 1.882  C54 1.575, O56 1.468, H60 1.023, H61 1.199
56 O 4.105 4.390 0.774  C55 1.468, H62 1.080
57 O 4.267 7.225 3.248  C54 1.426, H63 1.000
58 H 2.750 5.795 2.497  C54 1.194
59 H 3.761 7.047 1.527  C54 0.872
60 H 4.945 4.683 2.667  C55 1.023
61 H 5.686 5.515 1.521  C55 1.199
62 H 3.045 4.574 0.876  O56 1.080
63 H 5.217 7.259 2.936  O57 1.000
64 C 4.367 -0.256 1.328  C65 1.529, O67 1.449, H68 1.102, H69 1.087
65 C 4.440 1.186 1.830  C64 1.529, O66 1.410, H70 1.057, H71 1.129
66 O 4.889 1.928 0.718  C65 1.410, H72 0.972
67 O 4.226 -1.118 2.485  C64 1.449, H73 0.921
68 H 5.362 -0.433 0.888  C64 1.102
69 H 3.535 -0.407 0.646  C64 1.087
70 H 5.068 1.480 2.628  C65 1.057
71 H 3.512 1.747 2.144  C65 1.129
72 H 4.664 2.850 0.927  O66 0.972
73 H 4.024 -1.933 2.108  O67 0.921
74 C -1.914 -2.881 3.293  C75 1.573, O77 1.348, H78 1.059, H79 1.090
75 C -3.007 -2.096 4.110  C74 1.573, O76 1.387, H80 1.038, H81 1.060
76 O -3.581 -1.040 3.418  C75 1.387, H82 1.035
77 O -1.425 -3.931 3.984  C74 1.348, H83 0.907
78 H -1.149 -2.212 2.992  C74 1.059
79 H -2.367 -3.277 2.384  C74 1.090
80 H -2.554 -1.628 4.918  C75 1.038
81 H -3.711 -2.711 4.608  C75 1.060
82 H -4.069 -1.470 2.614  O76 1.035
83 H -2.050 -4.537 4.237  O77 0.907
84 C -0.184 -5.509 -1.172  C85 1.605, O87 1.354, H88 1.100, H89 1.134
85 C 0.485 -4.573 -2.290  C84 1.605, O86 1.361, H90 1.101, H91 1.143
86 O 1.223 -5.425 -3.053  C85 1.361, H92 1.056
87 O -0.880 -4.708 -0.331  C84 1.354, H93 0.985
88 H 0.681 -5.844 -0.581  C84 1.100
89 H -0.917 -6.245 -1.624  C84 1.134
90 H 1.220 -3.910 -1.808  C85 1.101
91 H -0.389 -4.048 -2.805  C85 1.143
92 H 1.922 -6.052 -2.569  O86 1.056
93 H -0.179 -4.147 0.075  O87 0.985
94 C -5.059 -1.032 0.264  C95 1.549, O97 1.434, H98 1.038, H99 0.957
95 C -4.030 0.070 -0.089  C94 1.549, O96 1.421, H100 1.138, H101 1.064
96 O -4.678 1.104 -0.819  C95 1.421, H102 0.898
97 O -4.354 -2.112 0.892  C94 1.434, H103 1.022
98 H -5.467 -1.226 -0.670  C94 1.038
99 H -5.835 -0.621 0.643  C94 0.957
100 H -3.191 -0.139 -0.828  C95 1.138
101 H -3.517 0.542 0.715  C95 1.064
102 H -4.605 1.008 -1.709  O96 0.898
103 H -5.170 -2.685 1.119  O97 1.022
104 C 3.947 2.922 -2.639  C105 1.600, O107 1.427, H108 1.048, H109 1.063
105 C 3.175 1.557 -2.321  C104 1.600, O106 1.433, H110 1.095, H111 1.076
106 O 3.879 0.573 -3.089  C105 1.433, H112 0.912
107 O 4.030 3.161 -4.043  C104 1.427, H113 0.864
108 H 4.760 2.874 -1.979  C104 1.048
109 H 3.210 3.538 -2.183  C104 1.063
110 H 2.196 1.329 -2.754  C105 1.095
111 H 3.207 1.304 -1.276  C105 1.076
112 H 3.840 0.918 -3.932  O106 0.912
113 H 3.245 2.931 -4.319  O107 0.864
114 C 2.148 -3.848 3.213  C115 1.520, O117 1.426, H118 1.160, H119 1.168
115 C 2.078 -3.929 4.729  C114 1.520, O116 1.429, H120 1.086, H121 1.162
116 O 0.966 -3.143 5.163  C115 1.429, H122 1.035
117 O 3.474 -4.071 2.735  C114 1.426, H123 0.883
118 H 1.804 -2.877 2.681  C114 1.160
119 H 1.319 -4.571 2.819  C114 1.168
120 H 2.880 -3.395 5.231  C115 1.086
121 H 1.908 -5.012 5.112  C115 1.162
122 H 0.238 -3.672 4.650  O116 1.035
123 H 3.442 -4.761 2.186  O117 0.883